{
  "formula": "C37H39BN2O4",
  "method": "ωB97M-V with the def2-TZVPD basis set",
  "homo_lumo_gap_ev": 3.936,
  "energy_ha": -1868.46808,
  "e_lumo_ev": -1.188,
  "species": ["C", "C", "C", "C", "C", "B", "O", "C", "C", "C", "C", "O", "C", "O", "O", "H", "H", "H", "H", "H", "H", "H", "H", "H", "H", "H", "H", "H", "H", "C", "N", "C", "C", "C", "C", "C", "C", "C", "C", "C", "C", "C", "C", "C", "C", "C", "N", "C", "C", "C", "C", "C", "C", "C", "C", "C", "C", "C", "H", "H", "H", "H", "H", "H", "H", "H", "H", "H", "H", "H", "H", "H", "H", "H", "H", "H", "H", "H", "H", "H", "H", "H", "H"],
  "positions_angstrom": [[-4.809, 0.513, 2.169], [-3.433, 0.231, 1.802], [-2.935, -0.553, 0.773], [-1.535, -0.467, 0.832], [-1.196, 0.437, 1.893], [-0.440, -0.629, 3.359], [-0.131, 0.349, 4.325], [0.712, -0.245, 5.315], [1.022, -1.712, 4.892], [1.917, -2.397, 5.912], [1.659, -1.649, 3.544], [0.934, -1.168, 2.613], [-0.342, -2.454, 4.676], [-1.164, -1.753, 3.720], [-2.417, 0.856, 2.457], [-5.372, -0.424, 2.257], [-4.881, 1.074, 3.105], [-5.291, 1.085, 1.363], [-3.545, -1.113, 0.069], [-0.819, -1.000, 0.223], [1.644, 0.340, 5.401], [0.191, -0.223, 6.288], [2.234, -3.391, 5.564], [2.821, -1.799, 6.095], [1.383, -2.517, 6.862], [-0.693, 1.594, 1.503], [2.684, -1.968, 3.386], [-0.150, -3.474, 4.305], [-0.917, -2.510, 5.614], [3.904, 3.810, -3.316], [4.209, 2.898, -2.225], [5.496, 2.359, -2.171], [6.334, 2.420, -3.305], [7.629, 1.910, -3.252], [8.125, 1.344, -2.070], [7.312, 1.300, -0.932], [6.015, 1.817, -0.972], [3.201, 2.575, -1.313], [3.127, 1.284, -0.742], [2.155, 0.989, 0.206], [1.271, 1.981, 0.642], [0.408, 1.727, 1.851], [0.528, 2.828, 2.863], [1.727, 2.939, 3.573], [2.002, 4.076, 4.322], [1.075, 5.143, 4.357], [1.433, 6.393, 4.869], [0.874, 7.575, 4.224], [2.438, 6.546, 5.832], [3.220, 7.721, 5.870], [4.127, 7.925, 6.911], [4.270, 6.970, 7.924], [3.521, 5.788, 7.876], [2.619, 5.569, 6.836], [-0.184, 4.956, 3.745], [-0.458, 3.801, 3.022], [1.254, 3.222, -0.004], [2.209, 3.524, -0.971], [2.887, 4.188, -3.199], [4.606, 4.655, -3.323], [3.966, 3.290, -4.281], [5.967, 2.865, -4.233], [8.256, 1.961, -4.145], [9.141, 0.946, -2.036], [7.677, 0.868, 0.002], [5.404, 1.799, -0.069], [3.855, 0.519, -1.014], [2.122, -0.005, 0.647], [0.864, 0.858, 2.308], [2.481, 2.152, 3.502], [2.959, 4.157, 4.838], [1.139, 8.465, 4.796], [1.252, 7.682, 3.195], [-0.218, 7.506, 4.189], [3.113, 8.470, 5.081], [4.718, 8.843, 6.930], [4.959, 7.146, 8.752], [3.627, 5.027, 8.655], [2.037, 4.644, 6.806], [-0.951, 5.727, 3.821], [-1.429, 3.674, 2.545], [0.519, 3.973, 0.287], [2.219, 4.521, -1.414]],
  "atomic_forces_ev_per_a": [[-1.1996, 0.4394, -0.1432], [1.0771, -0.9109, -1.7853], [-0.9536, 0.8067, 0.8917], [0.7047, 1.3480, 0.5077], [-3.8425, -8.9399, 3.0527], [-2.3113, 4.0753, -3.8547], [1.4324, -1.1268, 0.9019], [-0.5055, 0.5670, -0.2805], [0.1422, -0.3084, 0.5019], [0.0934, -0.2276, 0.1014], [-2.2037, 1.2344, -0.8851], [1.9770, -1.2604, 2.1509], [-0.6341, 0.0941, -0.2644], [0.9124, -0.8896, 0.5539], [-0.0875, -0.5095, -0.1925], [0.0843, 0.1975, 0.1284], [-0.0025, -0.0989, -0.1121], [-0.1384, 0.0741, 0.3523], [0.1394, 0.0973, 0.2113], [0.0056, 0.0024, 0.1071], [-0.1820, -0.1387, 0.0209], [0.2899, -0.2834, -0.1611], [-0.1175, 0.2188, 0.1426], [-0.2138, -0.1351, -0.0004], [0.1640, 0.0180, -0.1932], [2.1376, 1.4620, -0.0504], [0.1788, -0.0651, -0.4764], [-0.0843, 0.2206, 0.1405], [0.4883, -0.0037, -0.0574], [-0.0069, -0.0676, -0.0232], [0.2157, 0.2493, -0.3864], [0.3146, 0.0276, 0.1566], [-0.0882, -0.0699, 0.1481], [0.0360, -0.1085, 0.4435], [-0.0330, 0.0228, -0.1604], [-0.2856, 0.2505, -0.3702], [0.3060, -0.1008, -0.1672], [-0.6436, -0.3656, 0.5116], [-0.1918, 0.3653, -0.2382], [0.1582, 0.5663, -0.0488], [-0.2762, 0.3091, 0.1142], [2.9638, 2.8818, -0.7221], [-0.0346, 0.0817, -0.2479], [-0.3256, 0.5205, 0.2369], [-0.1073, 0.0106, -0.1634], [-0.2515, -0.6832, -0.6411], [0.0156, 0.4446, 0.3302], [0.0165, -0.1106, -0.0008], [0.0504, 0.2369, 0.3563], [0.0022, -0.3714, 0.1532], [-0.1772, -0.2988, 0.1215], [0.0153, 0.0604, -0.0496], [-0.0476, 0.2101, -0.3754], [0.1843, 0.2463, 0.1471], [0.3849, 0.1750, 0.4218], [0.4490, -0.1141, -0.0550], [0.4872, -0.2405, -0.3494], [0.1250, -0.3448, 0.2548], [0.3012, -0.1128, -0.1448], [-0.1492, -0.1241, -0.0576], [-0.0854, 0.1597, 0.0828], [0.2259, -0.2280, 0.3825], [-0.1688, -0.0290, 0.3032], [-0.3111, 0.1117, -0.0230], [-0.0377, 0.1624, -0.2934], [0.2522, 0.0667, -0.3485], [-0.2779, 0.2435, -0.0870], [-0.0037, 0.1945, -0.0066], [-0.5141, 0.2082, -0.3081], [-0.1607, 0.1686, -0.0598], [-0.2951, 0.0589, -0.3009], [-0.1666, -0.1990, -0.1029], [-0.0997, 0.0267, 0.1602], [0.2544, 0.1384, 0.0064], [0.1384, -0.2794, 0.3331], [-0.1668, -0.3076, 0.0231], [-0.1733, -0.0537, -0.2788], [-0.0047, 0.3041, -0.2383], [0.1189, 0.4282, 0.0756], [0.2630, -0.2682, -0.0478], [0.2180, 0.0280, 0.0374], [0.2206, -0.1294, 0.0069], [0.0162, -0.3092, 0.1813]]
}